Version i
The following is a quantum chemistry calculation of a molecular structure, H2N2O3, from the Open Molecules 2025 dataset.

**Highest occupied orbital energy (alpha / beta)**: -7.34 / -11.24 eV
**Molar mass**: 78.0 g mol⁻¹
**Expectation value of S²**: 2.007
**Spin multiplicity**: 3
**Total charge**: 0
**Lowest unoccupied orbital energy (alpha / beta)**: 0.862 / -1.919 eV
**Orbital gap (alpha / beta)**: 0.3014 / 0.3425 Eh

The geometry in XYZ format:
```
7
Properties=species:S:1:pos:R:3:mulliken_spin:R:1
O 0.09841 -0.79048 -0.06816 0.18
H 0.82364 0.97420 -0.28021 -0.04
O -2.07275 0.86774 -1.31253 0.23
H -0.82364 -1.05392 0.17341 0.00
N 0.03173 0.57223 0.09518 0.89
N -1.08332 1.42767 -1.17906 0.48
O -0.63421 2.49209 -1.36580 0.25
```

---

Version ii
The following is a quantum chemistry calculation of 2 unconnected molecules or ions with the total composition H2N2O3, from the Open Molecules 2025 dataset.

**Highest occupied orbital energy (alpha / beta)**: -8.02 / -10.19 eV
**Molar mass**: 78.0 g mol⁻¹
**Expectation value of S²**: 2.025
**Spin multiplicity**: 3
**Total charge**: 0
**Lowest unoccupied orbital energy (alpha / beta)**: 0.826 / -2.740 eV
**Orbital gap (alpha / beta)**: 0.3253 / 0.2737 Eh

The geometry in XYZ format:
```
7
Properties=species:S:1:pos:R:3:mulliken_spin:R:1
N -0.46745 1.38641 1.35682 0.51
O 0.19699 -1.82761 -0.70085 0.00
O 0.69162 1.82743 -0.48329 0.54
O -1.30913 0.99235 2.08968 0.54
H -0.22050 -1.71181 -1.53595 0.00
H 1.18573 -2.02101 -1.01070 0.00
N -0.07725 1.35424 0.28429 0.40
```

---

Of them, the most stable is version ii and the least stable is version i.

---

Version i
The following is a quantum chemistry calculation of 4 unconnected molecules or ions with the total composition C2H11O4, from the Open Molecules 2025 dataset.

**Highest occupied orbital energy**: -4.02 eV
**Molar mass**: 99.1 g mol⁻¹
**Total charge**: -1
**Lowest unoccupied orbital energy**: 4.093 eV
**Orbital gap**: 0.2983 Eh

The geometry in XYZ format:
```
17
Properties=species:S:1:pos:R:3:mulliken_charge:R:1
H -0.25513 -0.40127 -3.42611 0.25
H -0.16860 3.09626 -0.17023 0.32
C 0.34037 0.38317 0.73893 -0.18
H -0.15102 -1.98432 -0.18140 0.33
O -0.72360 0.26666 -2.91431 -0.71
O -0.04751 -0.23360 -0.41606 -0.93
C 1.07801 -0.61663 1.74932 -1.31
O -0.67585 -2.80016 0.04195 -0.70
O -0.93428 3.11154 -0.76889 -0.68
H -1.30285 -2.47242 0.67992 0.27
H 1.51994 -0.04182 2.57440 0.38
H -0.53632 0.75718 1.32064 0.28
H 0.47647 -1.47734 2.00508 0.33
H 1.91529 -0.99299 1.12831 0.28
H -0.49793 0.05109 -1.96083 0.51
H 1.04675 1.19990 0.48095 0.20
H -1.08374 2.15477 -0.88166 0.34
```

---

Version ii
The following is a quantum chemistry calculation of 4 unconnected molecules or ions with the total composition C2H11O4, from the Open Molecules 2025 dataset.

**Highest occupied orbital energy**: -3.60 eV
**Molar mass**: 99.1 g mol⁻¹
**Total charge**: -1
**Lowest unoccupied orbital energy**: 3.925 eV
**Orbital gap**: 0.2767 Eh

The geometry in XYZ format:
```
17
Properties=species:S:1:pos:R:3:mulliken_charge:R:1
H 0.92178 -2.18429 2.36097 0.29
C -0.87251 0.74144 -2.19750 -1.08
C 0.01847 -0.11099 -1.26427 -0.23
H -2.45190 -0.53147 2.51624 0.27
O 1.64877 -1.78076 1.86756 -0.68
H 1.13521 -1.07095 1.44724 0.40
H -0.98097 1.75667 -1.81889 0.28
H 2.54324 1.68160 0.45135 0.26
H 1.07525 -0.03475 -1.57242 0.28
H 1.21347 0.97119 0.82008 0.35
H -1.89145 0.33949 -2.26773 0.25
O -1.79535 -0.88844 1.92194 -0.62
H -1.74511 -0.31295 1.14659 0.30
O 1.97232 1.48731 1.18318 -0.71
H -0.38049 0.82170 -3.18315 0.33
O -0.09412 0.28038 0.04635 -0.80
H -0.31663 -1.16517 -1.45753 0.14
```

---

Of them, the most stable is version i and the least stable is version ii.